Formula: C3H7ClO2
Source: the OMol25 dataset
Level of theory: the ωB97M-V functional and the def2-TZVPD basis

Geometry as XYZ:
```
13
Properties=species:S:1:pos:R:3:forces:R:3:lowdin_charge:R:1
O 1.02195 -1.59814 0.49138 1.50 -1.58 -1.99 -0.02
C 1.23088 -0.49036 -0.31516 -0.15 0.38 -0.40 -0.23
C 0.14394 0.54239 -0.00692 0.99 0.93 0.66 -0.41
O 0.11907 0.69457 1.42686 -0.39 0.11 -0.41 -0.06
C -1.21418 0.33867 -0.60158 -0.84 0.36 2.52 -0.45
Cl -2.34508 -0.75103 0.36146 0.69 0.65 -0.55 0.56
H 0.63758 -1.27240 1.25952 -0.99 0.81 2.50 0.03
H 2.22892 -0.01996 -0.28290 -0.11 -0.05 0.99 0.12
H 1.25066 -0.82015 -1.34491 -0.72 -0.11 -0.53 0.12
H 0.49863 1.48645 -0.46077 -0.14 -0.08 0.21 0.15
H -0.80465 0.68842 1.74051 0.51 -0.04 -0.28 0.07
H -1.05893 -0.07852 -1.50637 0.09 -1.66 -3.03 0.04
H -1.70878 1.28006 -0.76112 -0.44 0.28 0.32 0.08
```
Forces are in eV/Å.

Output
Structure (SMILES): OC[C@H](O)CCl
ΔE to the lowest compared entry with this formula, charge and spin (kcal per mole): 26.7